{"formula": "C3H7N3O2S", "method": "ωB97M-V with the def2-TZVPD basis set", "symbols": ["O", "C", "N", "N", "H", "H", "O", "H", "H", "H", "H", "N", "S", "H", "C", "C"], "positions_angstrom": [[2.771777, 0.606758, 1.993491], [-0.467954, -1.393770, 0.284638], [0.549553, 1.010692, -2.356556], [0.513725, -0.023775, -1.427013], [0.027198, -2.093271, -0.282520], [-0.351482, 1.433739, -2.499275], [2.320354, -1.341311, 0.904182], [-0.412742, -1.680271, 1.372926], [0.451377, -0.880282, -1.890818], [0.872610, 1.904912, -1.908217], [0.264014, 1.019111, 1.483235], [0.056481, 1.090547, 0.513043], [-2.085283, -0.868509, -0.339486], [-0.400196, 1.969576, 0.250640], [-0.149300, -0.036765, -0.192145], [2.633633, -0.375021, 1.424257]], "forces_ev_per_angstrom": [[1.0, 1.6, 0.9], [-2.2, 1.7, 1.7], [0.4, 2.7, 0.6], [0.1, -0.3, 0.2], [0.9, -1.9, -1.2], [-1.5, -0.9, -0.6], [0.3, -2.0, -1.1], [-0.1, 0.8, -1.0], [0.0, -1.3, -1.1], [1.1, -1.5, 0.0], [0.0, 0.2, 0.6], [0.2, 2.0, 1.1], [-2.4, -2.3, 0.0], [-0.1, -0.7, 0.3], [3.4, 1.5, -0.8], [-1.0, 0.3, 0.3]], "multiplicity": 3, "largest_force_ev_per_a": 3.8, "e_tot_ev": -22619.9129, "lumo_energy_ev": [0.511, -2.078], "s_squared": 2.006}